A.
Entry from OMol25: C7H10OS in the gas phase (ωB97M-V/def2-TZVPD).

Structure (ORCA input):
```
! RIJCOSX wB97M-V def2-TZVPD def2/J DEFGRID3
* xyz 0 1
C 1.006 0.482 0.203
C 2.250 0.047 -0.389
C -0.032 -1.900 -0.467
C -0.242 0.637 -0.737
C -0.166 -0.544 0.180
C -1.160 1.778 -0.500
C -1.016 -0.765 1.366
O -0.870 -2.796 -0.280
S 3.724 0.464 0.242
H 1.170 0.960 1.174
H 2.317 -0.306 -1.438
H 0.881 -2.162 -1.171
H 0.114 0.468 -1.780
H -1.908 1.752 -1.240
H -0.631 2.667 -0.649
H -1.612 1.722 0.394
H -1.509 0.166 1.767
H -0.411 -1.356 2.235
H -1.906 -1.313 1.091
*
```

Results
SMILES: C[C@H]1[C@H](C=S)[C@]1(C)C=O
Gap between HOMO and LUMO: 0.308 Ha
HOMO level: -0.3205 hartree

=====

B.
Entry from OMol25: C7H10OS in the gas phase (ωB97M-V/def2-TZVPD).

Structure (ORCA input):
```
! RIJCOSX wB97M-V def2-TZVPD def2/J DEFGRID3
* xyz 0 1
O 3.738 3.114 1.674
S 2.983 0.684 1.242
C 2.919 2.413 1.141
C 0.750 1.663 0.246
C 1.365 0.478 0.567
C 1.545 2.889 0.721
C -1.579 -0.665 0.857
C 0.904 -0.899 0.223
C -0.565 -1.086 -0.228
H -0.196 1.674 -0.249
H 1.677 3.613 -0.054
H 1.005 3.359 1.576
H -2.576 -0.547 0.405
H -1.397 0.293 1.304
H -1.550 -1.416 1.653
H 1.087 -1.551 1.074
H 1.537 -1.327 -0.567
H -0.739 -2.143 -0.432
H -0.853 -0.492 -1.098
*
```

Results
SMILES: CCCC1=CCC(=O)S1
Gap between HOMO and LUMO: 0.345 Ha
HOMO level: -0.3190 hartree

=====

B wins, 2.216 eV ahead of the next structure.

=====

A.
Entry from OMol25: 2 unconnected molecules or ions with the total composition C11H15N4 (ωB97M-V/def2-TZVPD).

Structure (ORCA input):
```
! RIJCOSX wB97M-V def2-TZVPD def2/J DEFGRID3
* xyz 1 1
C 1.877 2.758 -1.565
C 0.469 2.216 -0.850
N -0.635 3.001 -0.620
C 0.487 0.591 -0.453
N 0.833 -0.121 -1.777
C 1.962 -1.088 -2.078
C 1.686 -1.360 -3.672
N 0.476 -0.512 -4.115
C -0.104 0.279 -2.930
H 2.269 2.004 -2.403
H 1.598 3.759 -2.104
H 2.767 2.856 -0.796
H -1.346 2.365 -0.178
H -0.541 0.240 -0.003
H 1.350 0.321 0.299
H 2.776 -1.481 -1.334
H 2.315 -2.078 -4.349
H 0.059 -0.442 -5.073
H -1.014 1.015 -2.887
N -1.347 0.020 2.457
C -2.135 -0.995 2.040
C -2.359 -2.148 2.775
C -1.735 -2.272 4.012
C -0.916 -1.245 4.468
C -0.756 -0.128 3.663
H -2.597 -0.853 1.067
H -3.004 -2.931 2.392
H -1.886 -3.163 4.615
H -0.415 -1.311 5.427
H -0.130 0.702 3.976
*
```

Results
Gap between HOMO and LUMO: 0.289 Ha
HOMO level: -0.4490 hartree

=====

B.
Entry from OMol25: a gas-phase ion, C11H15N4 (charge +1) (ωB97M-V/def2-TZVPD).

Structure (ORCA input):
```
! RIJCOSX wB97M-V def2-TZVPD def2/J DEFGRID3
* xyz 1 1
C -2.037 1.454 -0.005
C -2.695 0.291 -0.346
C -0.516 -0.045 -0.573
C 0.832 -0.676 -0.348
C -2.822 -2.648 -1.486
C 0.230 2.375 -0.124
C -1.749 -2.004 -1.033
C 1.491 1.956 0.514
C 1.392 -0.472 1.976
C 2.208 0.799 2.372
C 1.522 -1.066 -1.651
N -0.692 1.263 -0.219
N 1.646 -0.842 0.609
N -1.729 -0.609 -0.692
N 1.512 1.924 1.744
H -2.429 2.372 0.201
H -3.637 -0.047 -0.431
H -2.837 -3.716 -1.647
H -3.793 -2.342 -1.824
H -0.331 3.206 0.459
H 0.293 2.743 -1.124
H -0.754 -2.405 -0.721
H 2.377 1.681 -0.234
H 1.772 -1.299 2.720
H 0.347 -0.319 2.172
H 2.140 1.001 3.480
H 3.307 0.855 2.170
H 1.126 -0.438 -2.544
H 1.272 -2.092 -2.014
H 2.554 -0.902 -1.400
*
```

Results
SMILES: C=C[n+]1ccn2c1/C(C)=N\CC/N=C/C2
Gap between HOMO and LUMO: 0.332 Ha
HOMO level: -0.4682 hartree

=====

B wins, 2.920 eV ahead of the next structure.

=====

A.
Entry from OMol25: C18H24N4O3 in the gas phase (ωB97M-V/def2-TZVPD).

Structure (ORCA input):
```
! RIJCOSX wB97M-V def2-TZVPD def2/J DEFGRID3
* xyz 0 1
O 4.051 -0.147 3.914
N -2.930 -2.492 -0.899
N -0.870 -1.996 -0.158
O -2.991 -2.273 0.500
O -0.903 -1.279 -3.465
C 3.168 0.465 3.366
C -1.672 -2.265 -1.278
C -1.676 -2.066 0.880
C -3.636 0.035 -6.364
C -2.284 0.315 -6.531
C -4.118 -0.723 -5.287
C -1.385 -0.119 -5.518
C -3.190 -1.202 -4.346
C -1.840 -0.903 -4.434
N -0.882 -0.429 2.675
N 3.388 1.335 2.317
C -1.149 -2.478 -2.706
C -2.092 0.419 2.982
C -1.158 -1.882 2.301
C 5.138 2.998 2.329
C 1.742 0.384 3.843
C 4.706 1.630 1.797
C 0.166 0.237 1.856
C 2.111 1.918 1.927
C 1.035 1.172 2.724
H -4.331 0.360 -7.116
H -1.910 0.875 -7.371
H -5.187 -0.955 -5.173
H -0.346 0.109 -5.557
H -3.571 -1.792 -3.499
H -0.213 -3.009 -2.686
H -1.796 -3.143 -3.291
H -2.604 0.570 2.042
H -1.867 1.420 3.387
H -2.726 -0.016 3.752
H -0.233 -2.445 2.359
H -1.840 -2.313 3.032
H 5.205 2.969 3.403
H 4.449 3.764 1.977
H 6.110 3.255 1.929
H 1.392 -0.682 3.913
H 1.672 0.877 4.827
H 4.725 1.592 0.711
H 5.409 0.840 2.133
H -0.285 0.814 1.070
H 0.802 -0.500 1.389
H 1.938 1.906 0.838
H 2.102 2.961 2.258
H 0.375 1.887 3.249
*
```

Results
SMILES: CCN1C[C@@H](CN(C)Cc2nc(COc3ccccc3)no2)CC1=O
Gap between HOMO and LUMO: 0.348 Ha
HOMO level: -0.3247 hartree

=====

B.
Entry from OMol25: C18H24N4O3 in the gas phase (ωB97M-V/def2-TZVPD).

Structure (ORCA input):
```
! RIJCOSX wB97M-V def2-TZVPD def2/J DEFGRID3
* xyz 0 1
C 3.514 0.635 1.760
H 4.015 1.332 1.093
H 2.496 0.978 1.924
H 4.035 0.655 2.714
C 3.531 -0.797 1.206
N 2.681 -1.080 0.075
C 3.137 -0.733 -1.233
H 2.547 -1.303 -1.957
H 4.181 -1.047 -1.326
C 3.077 0.766 -1.661
N 1.738 1.268 -1.593
C 1.284 2.107 -0.691
C -0.062 2.327 -0.446
C -1.066 1.538 -1.117
O -0.810 0.734 -2.012
N -2.373 1.696 -0.693
C -2.782 2.598 0.267
O -3.936 2.717 0.608
N -1.786 3.370 0.813
C -0.423 3.295 0.567
O 0.352 3.999 1.183
H -2.085 4.037 1.516
C -3.376 0.795 -1.261
C -3.272 -0.558 -0.606
C -2.695 -1.630 -1.272
C -2.561 -2.854 -0.639
C -3.000 -3.014 0.664
C -3.574 -1.947 1.334
C -3.709 -0.723 0.703
H -4.159 0.111 1.221
H -3.918 -2.068 2.351
H -2.894 -3.969 1.158
H -2.110 -3.683 -1.164
H -2.341 -1.500 -2.283
H -4.352 1.248 -1.073
H -3.189 0.720 -2.334
H 1.998 2.661 -0.091
H 1.002 0.772 -2.109
H 3.437 0.831 -2.693
H 3.720 1.376 -1.026
C 1.253 -1.124 0.324
C 0.841 -2.425 1.016
H -0.243 -2.478 1.072
H 1.208 -3.277 0.450
H 1.242 -2.481 2.025
H 0.729 -1.071 -0.631
H 0.912 -0.275 0.934
H 4.555 -1.058 0.923
H 3.231 -1.475 2.009
*
```

Results
SMILES: CCN(CC)CCN/C=C1/C(=O)NC(=O)N(Cc2ccccc2)C1=O
Gap between HOMO and LUMO: 0.318 Ha
HOMO level: -0.3031 hartree

=====

B wins, 4.271 eV ahead of the next structure.